Entry from the Open Molecules 2025 dataset: a single C3H3NO molecule in a non-equilibrium geometry (ωB97M-V with the def2-TZVPD basis set).

LUMO = 1.023 eV
Energy relative to the best compared isomer or geometry (same formula, charge and spin) = 11.2 kcal/mol
Highest occupied orbital energy = -9.675 eV
E_tot = -6696.0078 eV
Orbital gap = 10.70 eV

Geometry as XYZ:
```
8
Properties=species:S:1:pos:R:3:nbo_charge:R:1
C 1.011 -0.357 -0.004 -0.13
C 0.426 0.859 -0.055 0.03
O -0.941 0.770 -0.025 -0.39
C -1.141 -0.490 -0.027 0.33
N -0.100 -1.294 -0.064 -0.46
H 2.026 -0.675 0.079 0.23
H 0.876 1.912 -0.016 0.21
H -2.156 -0.726 0.111 0.18
```

=====

Entry from the Open Molecules 2025 dataset: a 2-piece molecular cluster, C29H55F4N4O4 overall in a non-equilibrium geometry (ωB97M-V with the def2-TZVPD basis set).

LUMO = -2.689 eV
Energy relative to the best compared isomer or geometry (same formula, charge and spin) = 0.0 kcal/mol
Highest occupied orbital energy = -11.802 eV
E_tot = -55974.6591 eV
Total charge = +1
Orbital gap = 9.11 eV

Geometry as XYZ:
```
96
Properties=species:S:1:pos:R:3:lowdin_charge:R:1
C 0.767 5.257 3.350 -0.11
C -0.516 4.519 2.990 -0.23
C -0.363 3.384 1.956 -0.19
C 1.041 2.859 1.753 -0.15
C 1.103 1.916 0.536 -0.21
C 1.489 0.514 0.920 -0.19
N 1.475 -0.494 -0.209 0.22
C 2.514 -1.328 0.078 -0.34
N 3.053 -2.121 -0.802 -0.01
C 4.205 -2.964 -0.440 0.04
C 2.539 -2.181 -2.155 -0.02
C 1.235 -2.933 -2.211 -0.38
O 0.749 -3.631 -1.333 0.16
F 0.644 -2.730 -3.402 0.13
N 2.972 -1.260 1.375 0.04
C 2.143 -2.024 2.362 -0.12
C 1.505 -3.263 1.780 -0.19
C 0.741 -4.062 2.837 -0.17
C -0.198 -3.200 3.696 -0.19
C -1.013 -2.186 2.892 -0.22
C -2.294 -2.803 2.347 -0.20
C -3.034 -1.905 1.371 -0.20
C -2.142 -1.231 0.346 -0.21
C -2.967 -0.413 -0.671 -0.17
C -2.850 1.100 -0.471 -0.16
C -1.977 1.796 -1.492 -0.18
O -0.600 1.654 -1.134 -0.19
C 0.084 2.884 -1.122 -0.17
C 2.818 0.218 1.640 -0.18
C 4.005 0.908 0.972 -0.19
N 4.165 2.286 1.379 -0.10
C 4.621 2.453 2.756 -0.10
H 1.258 5.657 2.471 0.07
H 0.549 6.101 3.993 0.07
H 1.460 4.602 3.862 0.07
H -0.955 4.145 3.907 0.10
H -1.211 5.250 2.598 0.10
H -0.773 3.721 1.010 0.08
H -1.008 2.568 2.272 0.11
H 1.384 2.331 2.636 0.11
H 1.761 3.642 1.576 0.11
H 1.739 2.311 -0.252 0.10
H 0.095 1.852 0.134 0.04
H 0.686 0.168 1.571 0.14
H 1.677 0.062 -1.041 0.15
H 5.034 -2.355 -0.115 0.10
H 3.932 -3.613 0.379 0.08
H 4.471 -3.594 -1.272 0.10
H 3.262 -2.623 -2.824 0.15
H 2.371 -1.179 -2.534 0.14
H 2.800 -2.337 3.167 0.14
H 1.392 -1.396 2.817 0.10
H 2.307 -3.905 1.422 0.10
H 0.855 -3.054 0.936 0.09
H 0.217 -4.891 2.380 0.11
H 1.487 -4.490 3.502 0.11
H 0.388 -2.721 4.473 0.11
H -0.891 -3.848 4.218 0.11
H -0.438 -1.746 2.085 0.05
H -1.290 -1.365 3.549 0.12
H -2.046 -3.769 1.911 0.12
H -2.933 -3.004 3.200 0.11
H -3.756 -2.517 0.843 0.12
H -3.566 -1.151 1.944 0.12
H -1.415 -0.570 0.811 0.08
H -1.568 -1.983 -0.191 0.11
H -2.675 -0.707 -1.672 0.11
H -4.002 -0.681 -0.505 0.10
H -2.429 1.306 0.508 0.11
H -3.832 1.556 -0.523 0.11
H -2.153 1.439 -2.504 0.12
H -2.233 2.852 -1.495 0.12
H -0.402 3.609 -0.475 0.09
H 0.145 3.314 -2.123 0.12
H 1.097 2.711 -0.780 0.01
H 2.817 0.432 2.694 0.14
H 4.912 0.325 1.175 0.12
H 3.879 0.908 -0.110 0.12
H 4.774 2.773 0.743 0.11
H 5.550 1.912 2.934 0.08
H 3.848 2.140 3.446 0.07
H 4.765 3.508 2.935 0.08
C -3.204 -1.072 -7.559 -0.06
C -2.833 -0.933 -6.099 -0.20
O -3.626 0.081 -5.450 0.03
C -4.842 -0.287 -5.076 -0.41
O -5.340 -1.362 -5.210 0.18
C -5.539 0.891 -4.378 -0.55
F -5.384 2.029 -5.056 0.17
F -5.017 1.068 -3.155 0.16
F -6.837 0.671 -4.245 0.19
H -3.123 -0.111 -8.066 0.09
H -2.542 -1.785 -8.049 0.08
H -4.230 -1.422 -7.672 0.08
H -1.803 -0.600 -5.996 0.12
H -2.935 -1.877 -5.565 0.12
```

=====

Entry from the Open Molecules 2025 dataset: a 2-piece molecular cluster, C4H12 overall in a non-equilibrium geometry (ωB97M-V with the def2-TZVPD basis set).

LUMO = 1.162 eV
Energy relative to the best compared isomer or geometry (same formula, charge and spin) = 13.8 kcal/mol
Highest occupied orbital energy = -11.148 eV
E_tot = -4341.9292 eV
Orbital gap = 12.31 eV

Geometry as XYZ:
```
16
Properties=species:S:1:pos:R:3:nbo_charge:R:1
C -0.190 -1.085 -1.018 -0.61
C -1.645 -1.319 -1.347 -0.62
H -0.074 -0.987 0.061 0.21
H 0.540 -1.812 -1.408 0.21
H 0.116 -0.124 -1.429 0.19
H -2.120 -2.040 -0.674 0.20
H -2.301 -0.491 -1.037 0.21
H -1.823 -1.722 -2.347 0.21
C 0.384 1.091 1.693 -0.62
C 1.475 1.257 0.635 -0.62
H 0.387 1.926 2.407 0.20
H -0.584 1.204 1.190 0.20
H 0.520 0.174 2.271 0.20
H 1.119 0.966 -0.338 0.21
H 2.467 0.980 0.952 0.21
H 1.543 2.354 0.499 0.20
```